[1]
67
Properties=species:S:1:pos:R:3:forces:R:3:mulliken_charge:R:1 method="wB97M-V/def2-TZVPD" total_charge=-1 spin_multiplicity=2 homo_energy_ha="-0.028 / -0.165"
C -1.220 -2.339 4.272 4.1 0.8 2.9 -0.267
C -1.917 -3.626 4.268 1.9 -0.8 -0.9 0.445
O -2.744 -3.501 3.193 -1.3 -0.4 -1.0 -0.344
C -2.851 -2.196 2.857 -1.1 1.9 -3.5 0.723
O -3.593 -1.769 1.981 1.5 -1.1 2.7 -0.569
O -1.904 -1.466 3.502 -2.4 0.3 -1.8 -0.218
F -2.608 -3.695 5.375 -2.6 -0.6 3.1 -0.338
H -0.148 -2.381 4.079 -0.1 -0.2 -1.1 0.145
H -1.174 -1.919 5.277 -0.4 -0.3 0.4 0.290
H -1.328 -4.544 4.256 0.2 0.2 -0.7 0.188
C 1.935 2.773 -3.510 -1.8 -0.3 -1.0 -0.102
C 2.350 2.491 -2.095 -0.2 0.5 -0.6 0.786
O 2.894 3.760 -1.717 0.3 0.4 0.9 -0.354
C 3.073 4.575 -2.777 -0.4 1.3 -1.7 0.664
O 3.572 5.678 -2.870 -0.5 -2.0 1.2 -0.586
O 2.475 4.017 -3.875 1.1 0.5 0.7 -0.392
F 3.336 1.604 -2.158 2.1 -1.1 0.1 -0.325
H 0.861 2.916 -3.622 -0.1 -0.6 0.1 -0.101
H 2.294 2.003 -4.194 -0.1 0.0 0.2 0.302
H 1.658 1.994 -1.414 -0.6 1.0 0.3 0.082
C 0.927 -3.382 -2.829 -0.4 0.5 0.5 -0.330
C 2.321 -2.779 -2.957 -1.1 -1.5 0.7 0.577
O 2.193 -2.166 -4.228 2.2 0.0 0.5 -0.356
C 0.958 -1.703 -4.314 -1.8 0.8 -0.7 0.637
O 0.632 -0.885 -5.141 -0.1 -0.9 1.1 -0.605
O 0.164 -2.325 -3.398 -0.1 1.0 -1.2 -0.250
F 3.272 -3.761 -2.952 0.2 0.3 -0.5 -0.316
H 0.600 -3.530 -1.800 0.1 0.1 0.0 0.027
H 0.715 -4.240 -3.466 0.6 -0.4 0.2 0.379
H 2.501 -2.090 -2.132 0.2 0.4 -0.2 0.213
C -2.736 3.847 -3.282 1.7 -0.2 0.4 -0.520
C -1.644 4.350 -2.354 0.0 -0.6 -1.6 0.259
O -1.138 3.171 -1.760 1.7 2.1 -0.3 -0.148
C -2.085 2.255 -1.782 0.5 -5.8 3.1 0.560
O -2.016 1.177 -1.140 -0.8 4.7 -2.8 -0.487
O -3.041 2.630 -2.601 -2.8 -0.1 -1.6 -0.377
F -2.166 5.083 -1.388 -0.6 1.5 1.6 -0.317
H -2.247 3.693 -4.244 -0.2 -0.7 -0.2 0.306
H -3.518 4.580 -3.481 -0.5 -0.5 0.8 0.368
H -0.953 4.944 -2.953 0.8 -0.2 0.7 0.310
C -2.530 4.599 2.700 0.4 0.4 -0.4 -0.520
C -2.888 3.157 2.358 -0.3 0.7 2.2 0.377
O -1.712 2.570 1.939 -0.5 0.5 0.0 0.037
C -0.796 3.558 1.695 3.1 -1.8 -1.0 0.486
O 0.314 3.288 1.270 -2.6 1.3 0.9 -0.530
O -1.263 4.754 2.052 0.1 0.5 0.1 -0.410
F -3.830 3.191 1.420 -0.9 -0.3 -1.8 -0.307
H -2.438 4.847 3.758 0.1 -0.3 0.0 0.281
H -3.243 5.292 2.254 0.0 -0.1 -0.1 0.285
H -3.355 2.670 3.215 0.5 -0.6 0.0 0.227
C 2.021 -5.309 1.186 -2.2 0.1 0.3 -0.071
C 3.296 -4.580 1.420 0.5 -1.0 0.3 0.242
O 3.249 -4.321 2.822 0.7 0.0 0.0 -0.350
C 1.986 -4.508 3.278 -1.0 1.4 1.4 0.723
O 1.537 -4.239 4.369 1.4 -0.3 -0.6 -0.595
O 1.216 -4.946 2.326 -0.5 -0.9 -0.8 -0.294
F 3.354 -3.468 0.708 0.0 1.5 -0.3 -0.186
H 2.052 -6.397 1.244 0.4 0.0 -0.6 0.294
H 1.426 -4.885 0.377 0.5 -0.4 -0.5 0.024
H 4.183 -5.138 1.119 0.1 -0.3 0.7 0.222
C -0.343 -0.124 1.261 0.4 0.4 -0.6 -0.141
N 0.303 -0.960 0.231 -3.2 3.9 1.4 0.892
O 0.726 -2.004 0.685 2.3 -5.7 1.5 -0.882
O 0.543 -0.551 -0.929 0.8 1.1 -2.5 -0.748
H -1.433 -0.131 1.305 -0.2 -0.5 -0.4 0.058
H -0.109 0.930 1.114 0.4 -0.2 0.0 -0.214
H 0.034 -0.538 2.197 0.1 0.4 0.1 0.142


[2]
51
Properties=species:S:1:pos:R:3:forces:R:3:mulliken_charge:R:1 method="wB97M-V/def2-TZVPD" homo_energy_ha=-0.328 smiles="CC(=O)N(Cc1ccccc1)Cc1cn(CCC#N)nc1-c1cccc([N+](=O)[O-])c1"
C -4.019 1.650 -0.631 0.0 0.0 -0.2 -1.330
C -3.181 0.522 -1.196 -0.3 0.2 0.3 1.062
O -3.122 0.308 -2.393 0.0 0.0 -0.4 -0.645
N -2.521 -0.260 -0.304 0.0 -0.4 0.1 0.402
C -2.443 0.008 1.111 -0.1 0.2 0.2 -2.188
C -1.298 0.915 1.511 0.0 0.1 0.0 1.385
C -0.671 1.755 0.603 -0.2 0.0 0.0 0.072
C 0.381 2.560 1.005 0.0 0.1 0.0 -0.752
C 0.811 2.540 2.319 0.0 0.1 0.0 -0.591
C 0.180 1.716 3.235 0.0 0.0 0.1 -0.732
C -0.867 0.908 2.833 -0.1 0.1 -0.1 -0.477
C -1.717 -1.353 -0.841 0.0 0.0 -0.3 -2.147
C -0.393 -0.887 -1.367 0.2 0.0 -0.3 1.525
C -0.222 -0.499 -2.679 -0.1 -0.1 0.3 -1.040
N 1.041 -0.054 -2.808 -0.6 0.0 0.1 0.617
C 1.705 0.386 -4.002 0.4 0.0 -0.2 -0.855
C 2.577 -0.739 -4.587 0.3 0.6 0.2 -0.387
C 1.764 -1.853 -5.008 0.1 -0.1 0.0 0.295
N 1.101 -2.724 -5.335 -0.4 -0.5 -0.2 -0.431
N 1.707 -0.134 -1.667 0.6 0.1 0.5 -0.971
C 0.867 -0.633 -0.760 -0.3 0.0 -1.0 -0.141
C 1.344 -0.794 0.606 0.4 0.0 0.6 0.781
C 2.516 -0.136 0.993 -0.1 -0.1 0.0 -1.142
C 3.012 -0.244 2.279 0.0 -0.1 0.0 -0.617
C 2.341 -0.995 3.227 -0.2 -0.3 0.1 -0.611
C 1.176 -1.647 2.845 0.8 0.6 -0.9 -0.201
N 0.427 -2.392 3.819 -0.3 -0.3 0.4 1.117
O 0.949 -2.618 4.890 0.1 -0.1 0.2 -0.654
O -0.699 -2.736 3.517 -0.3 -0.1 0.0 -0.616
C 0.685 -1.569 1.550 0.1 -0.1 0.1 0.174
H -4.843 1.248 -0.045 0.0 0.0 0.1 0.373
H -4.428 2.212 -1.466 0.0 0.0 0.0 0.346
H -3.427 2.315 -0.006 0.0 0.1 0.1 0.318
H -3.383 0.453 1.449 0.1 -0.1 0.0 0.517
H -2.339 -0.945 1.640 -0.1 0.1 0.0 0.479
H -0.994 1.776 -0.428 0.0 0.0 -0.1 0.289
H 0.865 3.203 0.285 0.1 0.1 -0.1 0.426
H 1.634 3.166 2.631 0.1 0.1 0.0 0.439
H 0.507 1.698 4.264 0.0 0.0 0.1 0.414
H -1.358 0.262 3.546 0.0 -0.1 0.1 0.454
H -2.274 -1.768 -1.686 0.1 -0.1 0.2 0.573
H -1.620 -2.122 -0.076 -0.1 0.0 -0.1 0.569
H -0.923 -0.503 -3.488 -0.1 0.0 -0.2 0.553
H 0.949 0.701 -4.725 0.1 0.0 0.1 0.344
H 2.346 1.234 -3.746 -0.1 -0.1 -0.1 0.356
H 3.139 -0.368 -5.447 0.0 0.0 0.1 0.370
H 3.279 -1.086 -3.823 0.0 0.1 -0.1 0.269
H 3.029 0.460 0.256 0.1 0.1 0.0 0.453
H 3.920 0.272 2.551 0.1 0.1 0.0 0.422
H 2.690 -1.079 4.244 0.0 0.0 0.0 0.524
H -0.199 -2.132 1.306 -0.1 0.0 0.0 0.607


| no. | largest force on an atom (eV/Å) |
| --- | --- |
| 1 | 6.642 |
| 2 | 1.333 |